1.
{"formula": "C13H19N4O5", "method": "ωB97M-V/def2-TZVPD", "elements": ["H", "C", "H", "N", "H", "C", "C", "H", "H", "H", "O", "H", "C", "H", "N", "H", "H", "C", "H", "O", "O", "H", "C", "O", "C", "C", "N", "H", "C", "O", "C", "C", "H", "C", "H", "C", "H", "N", "H", "H", "H"], "xyz": [[-3.3609, 4.5835, 0.7055], [-3.7258, -1.0430, -0.6480], [6.6318, -4.3243, 0.2660], [4.5670, -4.6310, 0.1426], [0.1347, 5.9214, 2.2613], [4.7015, -5.9347, -0.1792], [-3.5321, 0.2673, -0.9156], [-0.8366, 2.2669, -0.7084], [-4.2345, 1.0082, -0.5769], [5.6622, -3.3663, 1.3989], [-2.9093, 2.6983, -2.6739], [-3.4059, 3.9494, 2.3561], [-2.1199, 2.0685, -2.0379], [5.7520, -6.2642, -0.2373], [-1.5869, 4.8199, 1.7924], [0.1996, 3.8991, 1.4860], [-1.2688, 6.2373, 3.2968], [-2.4028, 0.6374, -1.6432], [5.7015, -2.9364, -0.3259], [3.7715, -6.6857, -0.3901], [-0.9157, 2.5079, -1.6599], [-2.9913, -2.9607, -0.8258], [3.2244, -4.0928, 0.2461], [-1.3834, 2.7097, 0.9913], [-3.0417, 4.7651, 1.7319], [-0.9465, 6.0336, 2.2755], [-2.8383, -1.9815, -1.0393], [-3.4590, 5.7045, 2.0812], [-1.7362, -1.6441, -1.7164], [1.3553, -2.2907, -1.2364], [5.7060, -3.7664, 0.3839], [0.3072, -2.4732, -1.6427], [-0.6191, -0.0527, -2.5910], [-1.5008, -0.3272, -2.0373], [-4.5980, -1.3733, -0.1068], [-0.8876, 3.7615, 1.4046], [-1.2248, 6.8729, 1.6381], [-0.8347, -2.6659, -2.0797], [3.2635, -3.0390, 0.5079], [2.7123, -4.2182, -0.7049], [2.6701, -4.6412, 1.0105]], "lowdin_charge": [0.094, 0.003, 0.085, -0.200, 0.089, -0.352, 0.054, 0.087, 0.147, 0.090, 0.189, 0.096, -0.490, 0.136, -0.177, 0.147, 0.097, -0.053, 0.088, 0.018, 0.116, 0.195, -0.060, -0.035, -0.020, -0.032, 0.184, 0.093, -0.225, 0.273, -0.055, -0.231, 0.156, 0.094, 0.151, -0.312, 0.098, 0.211, 0.080, 0.071, 0.098], "e_homo_ev": -11.1, "total_charge": 1, "relative_energy_kj_mol": 23.4, "lumo_ev": -4.7}

2.
{"formula": "C10H12BNO2", "method": "ωB97M-V/def2-TZVPD", "elements": ["H", "C", "C", "C", "H", "H", "H", "O", "H", "B", "C", "N", "H", "C", "H", "O", "H", "H", "H", "C", "H", "C", "H", "C", "C", "C"], "xyz": [[4.2682, 0.0381, 0.0415], [-2.0256, -2.1808, -0.0320], [-0.7500, 1.7899, 0.0741], [-3.0570, -1.2678, 0.1424], [3.1879, 1.4399, 0.1997], [-1.1471, 2.4447, 0.8382], [-4.0042, -1.6185, 0.2824], [2.1762, -1.9599, 0.1225], [3.7146, 0.3033, 1.6127], [2.1921, -0.5837, 0.1807], [-1.2738, 1.5035, -1.2882], [0.8778, 0.0631, 0.0689], [0.1507, -2.5720, 0.0040], [-2.8357, 0.1590, 0.2093], [-2.2860, -3.2001, -0.1832], [-3.6553, 1.0208, 0.4974], [1.1642, 1.8799, -0.7496], [-0.4419, 1.4124, -2.1428], [-2.3182, 1.9371, -1.5893], [3.4228, 0.3839, 0.4988], [3.1180, -2.3737, 0.2969], [-0.6450, -1.8915, 0.0067], [1.1649, 1.8527, 0.9703], [0.7397, 1.5322, 0.0931], [-0.3330, -0.5473, -0.0241], [-1.4045, 0.4347, -0.1303]], "lowdin_charge": [0.011, -0.043, -0.157, -0.003, 0.070, 0.152, 0.072, 0.110, 0.107, -0.515, 0.023, 0.089, 0.077, -0.379, 0.098, 0.059, 0.087, 0.164, 0.151, 0.011, 0.174, -0.008, 0.104, -0.099, -0.151, -0.205], "e_homo_ev": -7.5, "smiles": "CB(O)N1C[C@H]2C[C@]23C(=O)C=CC=C13", "lumo_ev": 0.2}

3.
{"formula": "C2HClF2OS", "method": "ωB97M-V/def2-TZVPD", "elements": ["F", "H", "C", "O", "S", "F", "Cl", "C"], "xyz": [[0.8372, 2.2278, 1.2430], [0.4635, 1.0597, -0.8704], [0.1965, 1.0249, 1.1902], [-0.2874, 0.6914, 2.2250], [0.0661, -1.2165, -0.4963], [0.0620, -1.0644, -2.0991], [-1.6258, -3.1804, -1.0727], [0.2878, 0.4576, -0.1197]], "lowdin_charge": [0.080, 0.029, -0.533, 0.170, 0.972, -0.406, -0.112, -0.200], "e_homo_ev": [-9.9, -11.0], "relative_energy_kj_mol": 287.2, "lumo_ev": [-3.7, -3.0]}

4.
{"formula": "C34H37BFN12O3STi", "method": "ωB97M-V/def2-TZVPD", "elements": ["H", "H", "O", "O", "H", "H", "H", "H", "C", "H", "C", "N", "C", "H", "H", "H", "C", "N", "H", "H", "C", "C", "H", "S", "C", "C", "C", "H", "C", "H", "H", "H", "H", "N", "C", "H", "H", "C", "H", "C", "Ti", "C", "H", "N", "N", "C", "B", "N", "C", "C", "H", "H", "C", "H", "C", "C", "O", "H", "C", "C", "C", "C", "C", "C", "H", "H", "H", "H", "H", "H", "C", "N", "C", "H", "N", "C", "C", "C", "H", "N", "C", "H", "H", "F", "N", "N", "C", "H", "C", "N"], "xyz": [[0.2983, -0.9777, 1.2958], [0.8339, 4.3201, 1.7322], [-0.2779, 0.1927, -0.7676], [1.2594, 2.4661, -3.9045], [5.3732, 1.1802, -2.3833], [-6.3093, -0.2670, 2.9366], [6.7864, -3.3068, 3.0990], [6.4479, -1.4777, 4.7448], [-3.2266, -3.3447, -2.3556], [3.3543, 1.7976, -2.9005], [-3.4707, 0.6566, 1.4509], [-4.6432, 0.6636, 2.1338], [-5.4854, -0.5081, 2.2698], [4.1894, -0.4674, 4.4360], [6.5597, -3.7724, 5.4343], [0.7903, 4.6570, -0.7536], [1.8826, -0.1333, 0.0688], [-3.7469, -0.3257, -4.2960], [-6.9442, -0.5500, -2.1167], [6.7857, 2.2441, -0.5946], [5.8832, -3.7982, 3.4557], [4.3256, -1.5420, 4.3253], [-5.8692, -0.8001, 1.2923], [-2.7530, -0.6714, 0.7417], [4.6605, -3.2860, 2.7187], [-3.1337, 0.5302, -6.2334], [-6.1650, 0.1243, -1.8038], [5.2285, 3.0566, -0.7864], [0.0596, 4.0373, -0.2538], [-0.3222, -2.2828, -1.3371], [-4.7766, -0.9776, -6.0117], [-1.5390, 1.7495, -5.2241], [-4.9050, -1.3328, 2.6772], [-4.0973, 0.8657, -1.6582], [3.2950, 0.0288, -0.0525], [-3.0699, 0.7590, -7.2823], [5.4356, -1.7886, 6.1824], [-2.3554, 1.0480, -5.1947], [5.7424, 0.0471, -1.1028], [2.2470, -1.3813, 2.0937], [-1.8627, 0.6374, -1.9171], [-0.9332, 3.1008, 1.6934], [-1.6450, -4.6832, -1.5871], [3.7769, 0.7312, -1.1596], [-2.0680, -1.4899, -2.1641], [-1.9916, -3.6973, -1.8407], [-4.3610, -1.1452, -3.1566], [-1.8401, 2.5845, -0.4612], [-1.8759, 2.5155, 0.8732], [1.3669, -0.8492, 1.1880], [4.9302, -3.9354, 5.2904], [-7.0937, 1.8109, -0.7179], [-4.9353, 1.9370, 2.5852], [5.9907, -4.8788, 3.3812], [3.6209, -1.2251, 2.0071], [-3.9363, 2.7421, 2.1925], [-0.5282, 1.4425, -3.0950], [5.2106, -0.3709, 0.8592], [-6.2213, 1.3145, -1.1052], [0.0740, 3.8585, 1.1165], [4.1395, -0.5027, 0.9039], [-1.3062, -2.4911, -1.7232], [2.9168, 1.2507, -2.0766], [5.5491, -1.9673, 5.1146], [-5.2609, -1.8372, -3.5370], [-1.0035, 2.9690, 2.7640], [-3.7799, 3.7970, 2.3265], [-4.4846, 2.6418, -0.6237], [4.7881, -3.4828, 1.6554], [5.4887, 1.9654, 0.5783], [-0.9055, 3.3833, -0.9974], [-3.0306, 1.9498, 1.4864], [-4.8944, 1.7461, -1.0580], [3.7674, -3.8422, 3.0529], [4.5258, -1.8549, 2.9244], [-4.0005, -0.3458, -5.6132], [1.0028, 0.3829, -0.9033], [1.5712, 1.1052, -2.0047], [-0.9307, 3.4805, -2.0734], [5.7461, -3.4472, 4.9135], [5.2042, 0.9690, -1.3286], [3.4339, -2.0298, 4.7511], [-4.0823, -3.9459, -2.6131], [1.7595, -2.1179, 3.1346], [-4.8858, -0.1240, -2.1190], [-3.2467, -2.0208, -2.5447], [5.7080, 2.1273, -0.4771], [-5.8279, 2.1539, 3.1438], [0.7512, 1.7238, -3.0840], [-2.7388, 0.5312, -4.0305]], "lowdin_charge": [0.098, 0.118, -0.245, 0.074, 0.121, 0.094, 0.139, 0.139, -0.056, 0.143, -0.728, -0.113, -0.029, 0.147, 0.181, 0.122, -0.071, -0.025, 0.125, 0.078, -0.091, -0.160, 0.086, 0.764, -0.151, -0.043, -0.064, 0.079, -0.018, 0.114, 0.123, 0.111, 0.082, -0.047, -0.131, 0.096, 0.136, -0.107, 0.112, -0.225, 1.060, 0.022, 0.097, -0.035, -0.067, -0.038, -0.506, 0.101, -0.262, 0.057, 0.181, 0.098, -0.036, 0.136, -0.212, -0.036, -0.187, 0.099, -0.045, -0.022, 0.026, -0.132, 0.020, -0.090, 0.124, 0.128, 0.130, 0.102, 0.145, 0.066, -0.093, -0.014, -0.147, 0.136, -0.110, -0.062, -0.283, -0.048, 0.123, 0.055, -0.200, 0.127, 0.126, 0.042, -0.015, -0.015, -0.067, 0.127, -0.560, -0.026], "s_squared": 2.028, "e_homo_ev": [-6.5, -9.6], "multiplicity": 3, "total_charge": 1, "relative_energy_kj_mol": 77.4, "lumo_ev": [-2.7, -2.7]}

5.
{"formula": "C3H5FN2S", "method": "ωB97M-V/def2-TZVPD", "elements": ["H", "N", "C", "H", "S", "H", "H", "H", "F", "C", "C", "N"], "xyz": [[1.2842, -2.1386, -0.0997], [-0.8200, -1.5629, 0.1199], [0.2815, 1.2017, 0.3861], [1.1503, 1.9268, 0.7504], [2.7685, -0.0241, -0.2098], [-2.6342, -0.5899, -0.0116], [-0.2523, 1.0185, 1.3733], [-1.2550, 0.3305, -1.0791], [-0.6355, 1.6394, -0.4983], [1.0848, -0.0668, -0.1971], [-1.5749, -0.4647, -0.2647], [0.6026, -1.2699, -0.2695]], "lowdin_charge": [0.181, 0.034, -0.233, 0.132, 0.584, 0.070, 0.132, 0.121, -0.093, -0.800, -0.016, -0.111], "e_homo_ev": -8.6, "relative_energy_kj_mol": 402.3, "smiles": "C=NNC(=S)CF", "lumo_ev": -0.2}

6.
{"formula": "C7H16", "method": "ωB97M-V/def2-TZVPD", "elements": ["H", "H", "H", "C", "H", "H", "H", "H", "H", "C", "H", "H", "H", "H", "C", "H", "H", "H", "C", "C", "H", "C", "C"], "xyz": [[-0.0782, -0.0156, -2.6361], [-1.8678, -0.2821, -3.4989], [-0.5882, -0.1075, 2.6558], [0.5203, 0.2406, 0.7505], [-0.4869, -2.1789, -1.2880], [2.2916, 2.6543, 0.4002], [0.0084, 2.3345, 1.1713], [-0.8937, -2.5963, 2.0965], [0.7180, -1.7098, 2.7427], [-0.0354, -1.9018, 1.8716], [0.8925, -0.4644, -0.1065], [1.1735, 3.3942, -0.9197], [-2.2489, -2.0977, -1.9412], [-1.5109, -0.5469, 0.9682], [-1.2352, -1.5805, -1.9076], [1.8665, 1.9879, -1.1852], [1.4686, 0.2340, 1.2938], [-0.6664, 1.8167, -0.2658], [-0.9875, -0.5594, -2.7257], [-0.6109, -0.4811, 1.4713], [0.5988, -2.4035, 1.0313], [1.4187, 2.4696, -0.3140], [0.2530, 1.7938, 0.3355]], "lowdin_charge": [0.020, 0.103, 0.157, -0.240, 0.061, 0.095, 0.063, 0.070, 0.091, -0.163, 0.113, 0.083, 0.062, 0.057, -0.122, 0.053, 0.095, 0.101, -0.097, -0.274, 0.074, -0.153, -0.250], "e_homo_ev": -10.1, "relative_energy_kj_mol": 320.5, "smiles": "CCCCC.C=C", "lumo_ev": 1.2}